A:
Computed, not measured: a single CH2ClOP molecule, with ωB97M-V/def2-TZVPD.

The highest occupied orbital energy (spin up / spin down) comes out at -6.91 / -9.59 eV. For the frontier orbital gap (spin up / spin down), the calculation gives 0.2031 / 0.3535 hartree.

```
6
CH2ClOP | OMol25 | ωB97M-V/def2-TZVPD
C -0.132 0.406 -0.089
O -4.040 1.269 1.841
P -3.254 0.151 1.273
Cl -1.262 1.137 0.993
H -0.290 -0.479 -0.560
H 0.909 0.503 0.220
```

***

B:
Computed, not measured: a molecular structure, CH2ClOP, with ωB97M-V/def2-TZVPD.

The highest occupied orbital energy comes out at -10.18 eV. For the frontier orbital gap, the calculation gives 0.2893 hartree.

```
6
CH2ClOP | OMol25 | ωB97M-V/def2-TZVPD
C 0.732 0.500 -0.340
O 1.830 0.765 0.014
P -0.059 -1.237 -0.108
Cl -2.325 0.212 0.122
H -0.102 0.972 -0.935
H -0.076 -1.213 1.248
```

***

C:
Computed, not measured: a single CH2ClOP molecule, with ωB97M-V/def2-TZVPD.

The highest occupied orbital energy (spin up / spin down) comes out at -6.56 / -6.57 eV. For the frontier orbital gap (spin up / spin down), the calculation gives 0.1882 / 0.1897 hartree.

```
6
CH2ClOP | OMol25 | ωB97M-V/def2-TZVPD
C 1.501 0.433 -0.164
O -2.916 -1.366 -0.014
P -2.456 -0.142 0.564
Cl 0.067 -0.279 0.183
H 1.809 0.236 -1.141
H 1.994 1.118 0.572
```

***

The calculated energies rank the structures as follows, beginning with the most stable: B, A, C.

***

A:
Computed, not measured: 2 unconnected molecules or ions with the total composition C3H8NO2S, with ωB97M-V/def2-TZVPD.

The highest occupied orbital energy comes out at -2.89 eV. As for the charge: -1. For the frontier orbital gap, the calculation gives 0.2450 hartree.

```
15
C3H8NO2S | OMol25 | ωB97M-V/def2-TZVPD
O -1.260 -1.145 -2.679
C -1.228 -0.508 -1.636
N -0.606 -0.933 -0.527
C -0.802 -0.300 0.787
C 0.578 -0.047 1.467
S 1.613 -1.509 1.511
H -1.647 0.504 -1.568
H -0.267 -1.877 -0.521
H -1.302 -1.049 1.399
H -1.204 0.679 0.532
H 0.245 0.114 2.500
H 1.001 0.822 0.980
H 1.802 1.224 -1.267
H 1.670 1.988 -0.026
O 1.407 2.037 -0.952
```

***

B:
Computed, not measured: 2 unconnected molecules or ions with the total composition C3H8NO2S, with ωB97M-V/def2-TZVPD.

The highest occupied orbital energy comes out at -2.82 eV. As for the charge: -1. For the frontier orbital gap, the calculation gives 0.2446 hartree.

```
15
C3H8NO2S | OMol25 | ωB97M-V/def2-TZVPD
O 0.759 1.523 2.697
C 0.080 1.278 1.709
N 0.560 0.827 0.545
C -0.215 0.582 -0.685
C -1.608 -0.023 -0.508
S -1.518 -1.757 0.084
H -1.011 1.419 1.689
H 1.537 0.582 0.501
H 0.413 -0.078 -1.264
H -0.344 1.552 -1.184
H -1.971 -0.071 -1.532
H -2.224 0.598 0.103
H 1.355 -2.180 -1.329
H 2.044 -2.340 0.013
O 2.143 -1.915 -0.840
```

***

The calculated energies rank the structures as follows, beginning with the most stable: B, A.

***

A:
Computed, not measured: 2 unconnected molecules or ions with the total composition C9H16N4O5, with ωB97M-V/def2-TZVPD.

The highest occupied orbital energy comes out at -9.71 eV. For the frontier orbital gap, the calculation gives 0.3343 hartree.

```
34
C9H16N4O5 | OMol25 | ωB97M-V/def2-TZVPD
C -0.285 -0.933 1.074
C 0.477 -0.456 -0.216
C -1.795 -0.725 0.943
C -2.427 -1.127 2.345
C -3.877 -0.840 2.331
C 2.156 0.650 -1.227
C 3.643 1.115 -0.769
C 1.573 1.649 -2.220
C 1.639 1.473 -3.849
H 0.243 -0.600 3.114
H -0.659 0.612 2.558
H -0.128 -1.991 1.276
H -2.294 -1.285 0.164
H -2.245 0.275 0.751
H -2.001 -0.415 3.186
H -2.535 -2.185 2.468
H -5.602 -1.803 3.471
H -3.901 -2.498 4.145
H 1.798 0.661 0.893
H 2.296 -0.371 -1.709
H 0.503 1.650 -1.764
H 2.014 2.738 -2.175
H 0.487 -0.126 -3.434
H 1.226 -0.210 -5.229
H 5.033 2.078 -1.250
N 0.221 -0.111 2.256
N -4.569 -1.895 2.993
N 1.478 0.353 -0.077
N 0.877 0.335 -4.239
O 0.103 -1.019 -1.286
O -4.345 0.202 1.719
O 4.238 0.959 0.310
O 2.355 2.087 -4.684
O 4.306 1.757 -1.871
```

***

B:
Computed, not measured: a single C9H16N4O5 molecule, with ωB97M-V/def2-TZVPD.

The highest occupied orbital energy comes out at -8.90 eV. As for the SMILES: NC(=O)CC[C@H](NC(=O)[C@@H](N)CC(N)=O)C(=O)O. For the frontier orbital gap, the calculation gives 0.3402 hartree.

```
34
C9H16N4O5 | OMol25 | ωB97M-V/def2-TZVPD
N 1.903 -0.046 2.333
C 1.341 -1.424 2.453
O 1.422 -1.912 3.548
C 0.474 -1.923 1.284
C 1.272 -1.685 0.017
C 0.480 -1.594 -1.339
N -0.248 -0.404 -1.546
C 0.346 0.815 -1.536
O 1.546 0.858 -1.621
C -0.571 1.996 -1.396
N -1.913 1.594 -1.721
C -0.448 2.795 -0.049
C -0.804 1.860 1.124
N -1.232 2.352 2.299
O -0.726 0.624 1.028
C -0.230 -2.845 -1.590
O -0.959 -3.489 -0.867
O -0.095 -3.218 -2.915
H 1.468 0.363 1.509
H 2.043 0.395 3.235
H 0.166 -2.966 1.400
H -0.360 -1.185 1.332
H 1.997 -2.463 -0.174
H 1.876 -0.744 0.164
H 1.317 -1.529 -2.002
H -1.155 -0.431 -1.871
H -0.191 2.655 -2.177
H -2.510 1.166 -0.942
H -2.255 2.163 -2.415
H 0.509 3.332 0.109
H -1.183 3.647 -0.183
H -0.947 3.299 2.373
H -1.702 1.926 3.066
H -0.629 -3.983 -2.930
```

***

The calculated energies rank the structures as follows, beginning with the most stable: B, A.

***

A:
Computed, not measured: 2 unconnected molecules or ions with the total composition C3HF3, with ωB97M-V/def2-TZVPD.

The highest occupied orbital energy (spin up / spin down) comes out at -9.22 / -9.06 eV. For the frontier orbital gap (spin up / spin down), the calculation gives 0.2918 / 0.2762 hartree.

```
7
C3HF3 | OMol25 | ωB97M-V/def2-TZVPD
C -3.513 0.399 0.131
C -1.150 1.096 0.090
C 0.185 0.712 0.062
F -3.666 -0.834 -0.092
F -1.483 2.395 -0.045
F 1.236 1.503 -0.057
H 0.549 -0.263 0.010
```

***

B:
Computed, not measured: a single C3HF3 molecule, with ωB97M-V/def2-TZVPD.

The highest occupied orbital energy comes out at -10.61 eV. As for the SMILES: FC1=CC1(F)F. For the frontier orbital gap, the calculation gives 0.4180 hartree.

```
7
C3HF3 | OMol25 | ωB97M-V/def2-TZVPD
F -1.496 -2.439 -0.014
C -1.247 -1.171 -0.060
C -0.348 -0.203 0.101
C -1.761 0.355 -0.063
F -2.312 0.796 1.089
F -2.438 0.895 -1.114
H 0.584 0.201 0.343
```

***

The calculated energies rank the structures as follows, beginning with the most stable: B, A.

***

A:
Computed, not measured: a single CH4N2P2 molecule, with ωB97M-V/def2-TZVPD.

The highest occupied orbital energy comes out at -8.87 eV. As for the SMILES: [H]/N=P/NP=C. For the frontier orbital gap, the calculation gives 0.3233 hartree.

```
9
CH4N2P2 | OMol25 | ωB97M-V/def2-TZVPD
H -3.161 0.637 -0.178
N -2.220 0.869 0.093
P -0.931 0.316 -0.504
N 0.179 1.305 0.242
P 1.876 0.881 -0.106
C 1.636 -0.808 -0.320
H -0.031 2.297 0.432
H 2.351 -1.540 -0.897
H 0.578 -1.027 -0.246
```

***

B:
Computed, not measured: 2 unconnected molecules or ions with the total composition CH4N2P2, with ωB97M-V/def2-TZVPD.

The highest occupied orbital energy (spin up / spin down) comes out at -8.43 / -9.44 eV. For the frontier orbital gap (spin up / spin down), the calculation gives 0.2980 / 0.2943 hartree.

```
9
CH4N2P2 | OMol25 | ωB97M-V/def2-TZVPD
C 0.067 -0.234 -0.324
N 0.896 -1.321 0.266
N 0.091 1.028 0.045
P -0.781 -1.664 0.374
P -0.005 1.022 -1.621
H 1.190 -1.061 1.194
H -1.935 1.716 0.408
H -1.198 -1.024 1.626
H 1.263 1.416 -1.989
```

***

The calculated energies rank the structures as follows, beginning with the most stable: A, B.